Record 1
A gas-phase ion, C15H26N3O3S (charge +1). Source: OMol25; level of theory: wB97M-V/def2-TZVPD.

Cartesian coordinates (Å):
C -4.910 -1.411 -2.291
H -5.447 -2.285 -2.651
C -4.513 -1.591 -0.831
C -3.766 -0.373 -0.295
C -3.385 -0.540 1.174
H -4.283 -0.760 1.753
H -2.707 -1.394 1.271
C -2.740 0.732 1.749
C -1.449 1.069 1.061
C -0.288 0.389 1.290
N 0.871 0.664 0.614
C 0.890 1.652 -0.234
N -0.187 2.387 -0.504
C -1.463 2.144 0.094
O -2.391 2.835 -0.230
H -0.148 3.164 -1.157
S 2.404 2.011 -1.054
C 3.589 1.270 0.139
C 3.909 -0.199 -0.101
N 2.695 -1.047 -0.081
C 2.293 -1.499 -1.427
H 3.005 -2.254 -1.769
C 0.863 -2.081 -1.343
O 0.504 -2.314 -0.004
C 1.489 -3.047 0.679
H 1.068 -3.275 1.658
C 2.784 -2.208 0.824
H 3.662 -2.807 0.570
H 2.883 -1.836 1.844
H 1.695 -3.988 0.153
H 0.122 -1.378 -1.727
H 0.802 -3.008 -1.928
H 2.318 -0.655 -2.116
H 1.860 -0.396 0.316
H 4.420 -0.323 -1.059
H 4.590 -0.527 0.688
H 3.176 1.429 1.133
H 4.498 1.860 0.028
O -0.129 -0.597 2.178
H -0.973 -0.797 2.607
H -2.580 0.614 2.826
H -3.422 1.569 1.600
H -2.863 -0.214 -0.892
H -4.391 0.514 -0.407
H -5.411 -1.753 -0.232
H -3.882 -2.478 -0.730
H -5.554 -0.542 -2.405
H -4.030 -1.267 -2.915

Summary:
Charge ... +1
LUMO ... -0.0946 hartree
Gap between HOMO and LUMO ... 9.20 eV
Energy relative to the best compared isomer or geometry (same formula, charge and spin) ... 0.192 eV
SMILES ... CCCCCc1c(O)nc(SCC[NH+]2CCOCC2)[nH]c1=O
HOMO level ... -11.78 eV


Record 2
A molecular structure, C15H26N6O7Tm in a non-equilibrium geometry. Source: OMol25; level of theory: wB97M-V/def2-TZVPD.

Cartesian coordinates (Å):
O -0.012 0.341 -5.149
H -0.550 -0.059 -5.852
Tm 0.084 -0.026 -0.100
N 0.278 1.754 1.211
N 1.576 1.058 -1.144
N -1.196 -1.107 1.340
N -0.235 -1.809 -1.162
O -0.339 1.868 2.384
O -1.480 -0.707 2.692
O 0.370 -2.027 -2.448
O 2.146 0.378 -2.104
C 2.003 2.146 -0.463
C 1.336 2.517 0.795
C -1.324 -2.381 0.945
C -0.770 -2.767 -0.400
C 1.718 3.625 1.681
H 1.962 3.220 2.672
H 0.828 4.259 1.759
H 2.556 4.153 1.236
C 3.122 2.829 -1.130
H 2.791 3.030 -2.157
H 3.961 2.123 -1.169
H 3.347 3.730 -0.577
C -2.016 -3.381 1.788
C -0.836 -4.145 -0.924
H -2.646 -2.837 2.498
H -1.267 -3.981 2.319
H -2.610 -4.008 1.116
H -0.051 -4.267 -1.681
H -1.824 -4.250 -1.386
H -0.709 -4.832 -0.086
H -1.170 0.253 2.737
H 0.690 -1.129 -2.744
C -0.922 0.794 -4.145
H -0.356 1.451 -3.469
H -1.281 -0.067 -3.555
H -1.774 1.340 -4.604
O -1.921 1.034 -0.288
H -2.187 0.284 0.328
H -1.493 1.695 0.338
N 4.613 -1.974 5.472
C 4.125 -2.796 4.491
O 4.275 -4.009 4.521
C 3.405 -2.135 3.369
C 3.276 -0.748 3.227
C 2.467 -0.242 2.215
N 1.818 -1.027 1.325
C 1.968 -2.369 1.433
C 2.751 -2.946 2.427
H 5.066 -2.436 6.236
H 4.506 -0.968 5.536
H 3.755 -0.019 3.877
H 2.301 0.831 2.112
H 1.414 -2.970 0.703
H 2.799 -4.032 2.443

Summary:
Charge ... +1
2S+1 ... 3
LUMO (alpha / beta) ... -0.1900 / -0.1898 hartree
Gap between HOMO and LUMO (alpha / beta) ... 5.13 / 5.11 eV
Energy relative to the best compared isomer or geometry (same formula, charge and spin) ... 2.754 eV
HOMO level (alpha / beta) ... -10.30 / -10.27 eV


Record 3
3 unconnected molecules or ions with the total composition C15H26NO4 in a non-equilibrium geometry. Source: OMol25; level of theory: wB97M-V/def2-TZVPD.

Cartesian coordinates (Å):
C 5.273 3.291 -4.115
C 4.053 3.394 -4.215
C 2.542 3.633 -3.957
C 1.740 2.493 -3.403
C 0.269 2.754 -3.142
C -0.266 4.152 -3.448
C 0.665 5.204 -4.002
N 2.029 4.909 -4.236
H 6.353 3.279 -3.789
H 2.236 1.490 -3.220
H -0.416 1.939 -2.755
H -1.348 4.407 -3.277
H 0.283 6.237 -4.260
H 2.689 5.598 -4.618
C -3.522 -0.002 -1.919
O -2.138 -0.251 -1.703
C -1.857 -0.666 -0.366
C -1.703 -2.179 -0.270
O -2.923 -2.849 -0.576
C -2.964 -3.327 -1.912
H -3.701 0.009 -2.996
H -4.150 -0.779 -1.474
H -3.795 0.972 -1.503
H -2.633 -0.307 0.319
H -0.912 -0.196 -0.076
H -1.443 -2.441 0.760
H -0.894 -2.535 -0.918
H -2.389 -4.254 -1.984
H -2.574 -2.600 -2.625
H -4.003 -3.543 -2.164
C 0.589 -1.674 6.383
O 1.829 -1.748 5.694
C 1.881 -2.829 4.768
C 1.610 -2.361 3.344
O 0.281 -1.864 3.197
C 0.223 -0.449 3.260
H 0.508 -0.681 6.830
H -0.262 -1.820 5.711
H 0.560 -2.424 7.178
H 1.180 -3.619 5.060
H 2.892 -3.244 4.816
H 1.708 -3.218 2.670
H 2.341 -1.607 3.033
H 0.533 -0.031 2.297
H 0.850 -0.042 4.053
H -0.812 -0.158 3.447

Summary:
Charge ... +1
LUMO ... -0.1881 hartree
Gap between HOMO and LUMO ... 5.67 eV
Energy relative to the best compared isomer or geometry (same formula, charge and spin) ... 6.631 eV
HOMO level ... -10.79 eV